# 1
21
Properties=species:S:1:pos:R:3:forces:R:3:lowdin_charge:R:1 method="wB97M-V/def2-TZVPD" charge=-1 multiplicity=1 gap_ev=6.38 e_above_lowest_kcal_mol=64.0
C 0.751874 -1.776816 -0.365790 -1.0 0.1 -0.7 -0.1025
C 2.141356 0.104360 0.697220 -2.6 0.3 1.1 -0.0921
C 0.450637 0.489003 -1.127647 -0.5 3.1 -1.7 -0.1181
C -2.399879 0.191083 1.520478 1.3 -2.5 3.0 -0.2693
C 1.404443 -0.425923 -0.523758 3.5 -2.6 0.8 -0.5622
N -3.532196 -0.153844 -0.474329 0.7 0.1 -0.5 -0.2834
N -2.539135 0.359400 0.184931 -1.6 1.1 -4.1 -0.2137
O -4.386018 -0.906020 0.077260 0.1 0.2 0.8 -0.2937
H 0.379336 -1.927174 -1.416113 -0.1 -0.7 1.2 0.1014
H 1.389541 -2.586044 -0.027482 0.4 -0.1 -0.2 0.0672
H -0.054956 -1.711568 0.339175 -0.9 -0.1 0.2 0.0599
H 1.354595 0.388238 1.492615 1.3 -0.4 -0.9 0.1021
H 2.588067 0.996761 0.355415 0.8 1.3 0.0 0.0442
H 2.893029 -0.547778 1.108365 0.1 -0.4 0.2 0.0591
H 0.515783 1.604971 -0.927397 0.6 -1.2 0.4 0.0962
H 0.547587 0.527515 -2.236155 -0.6 -0.6 0.5 0.0872
H -0.539277 0.255855 -0.769298 -0.8 -0.1 -0.4 0.0296
H -2.961363 -0.729675 1.894406 0.6 1.0 0.0 0.0642
H -1.277721 0.020691 1.582496 -0.9 0.0 0.9 0.0480
H -2.620156 1.064885 2.146517 -0.2 0.0 -0.1 0.0501
H 2.238864 -0.848330 -1.147171 -0.2 1.6 -0.5 0.1257


# 2
21
Properties=species:S:1:pos:R:3:forces:R:3:lowdin_charge:R:1 method="wB97M-V/def2-TZVPD" multiplicity=1 smiles="N#CC1(C#N)[C@@H]2C=C[C@@H](C2)C1(C#N)C#N" gap_ev=11.29 e_above_lowest_kcal_mol=13.4
N 2.633250 -0.202482 -2.215477 -1.1 0.0 0.7 0.2221
N 0.958518 -3.417973 -0.270482 -0.2 5.9 -0.2 0.2142
N 2.101259 2.310954 1.110011 0.5 1.1 0.1 0.2146
N 0.920965 -1.216792 3.059958 0.0 3.1 -4.0 0.2103
C 1.755008 -0.393283 -1.486542 1.8 0.3 -0.9 -0.1497
C 0.903415 -2.219418 -0.322343 -0.1 -6.2 0.5 -0.1264
C 1.507922 1.369757 0.873546 0.0 -2.3 -0.7 -0.1690
C 0.891200 -0.539568 2.078187 0.1 -4.0 3.5 -0.1442
C -0.910843 1.041837 -1.472392 1.1 -0.4 1.9 0.0010
C -0.944621 1.728924 -0.332144 0.0 -0.7 1.5 -0.0193
C -1.555708 -0.500801 0.300249 0.2 0.1 -0.1 -0.0536
C 0.739768 -0.787663 -0.528203 -0.7 1.4 0.1 -0.3181
C 0.688834 0.108111 0.772169 0.9 2.5 1.9 -0.3030
C -0.690282 -0.422435 -1.025283 -3.1 -2.0 -1.6 -0.2140
C -0.740834 0.730838 0.845683 -2.6 -0.6 0.5 -0.2153
H -0.856866 1.494086 -2.440012 -0.2 -0.3 -0.6 0.1126
H -1.109621 2.767691 -0.088233 0.2 0.2 -0.5 0.1181
H -1.521379 -1.473855 0.920024 0.4 1.5 -1.0 0.1508
H -2.629999 -0.295519 0.066692 1.0 0.0 0.3 0.1329
H -1.134216 -1.145928 -1.746137 1.0 0.3 0.2 0.1601
H -1.005768 1.063519 1.900730 0.5 -0.2 -1.5 0.1760


# 3
60
Properties=species:S:1:pos:R:3:forces:R:3:lowdin_charge:R:1 method="wB97M-V/def2-TZVPD" charge=+1 multiplicity=5 s_squared=6.119 gap_ev="6.63 / 5.31" e_above_lowest_kcal_mol=0.0
Ir -0.022097 -1.280554 0.499246 -0.4 -0.3 0.3 1.0872
Br 2.653344 -1.079446 1.409407 -0.1 0.1 -0.1 0.8784
C 2.458709 -2.669182 2.437275 0.1 0.1 -0.1 -0.5737
C 3.548739 -3.124934 3.119707 0.1 -0.1 0.1 -0.1029
C 3.425403 -4.288650 3.902269 0.0 0.1 -0.1 -0.0472
C 2.220358 -4.928991 3.988364 -0.1 0.0 0.0 -0.0098
C 1.093416 -4.447868 3.284723 0.0 -0.1 0.0 -0.1533
C -0.167531 -5.100847 3.391381 0.0 0.0 0.0 0.0009
C -1.254692 -4.658800 2.692513 0.0 0.0 -0.1 -0.0554
C -1.130320 -3.542660 1.842981 0.1 -0.1 0.1 -0.0956
C 0.070042 -2.855733 1.701949 0.1 0.1 -0.2 -0.3646
C 1.206518 -3.303497 2.458414 -0.2 -0.1 0.0 -0.2335
H 4.493895 -2.600716 3.060561 0.0 0.0 0.0 0.1097
H 4.289726 -4.662284 4.434678 0.0 0.0 0.0 0.1167
H 2.113098 -5.819718 4.596215 0.0 0.0 0.0 0.1229
H -0.251418 -5.954840 4.053695 0.0 0.0 0.0 0.1238
H -2.209310 -5.160234 2.786318 0.0 0.0 0.0 0.1139
H -2.002432 -3.209345 1.290810 0.0 0.0 0.0 0.0978
Br 1.807024 7.340909 -3.942169 0.0 0.0 0.0 0.7661
C 0.364733 6.690381 -2.919917 0.0 0.0 0.0 -0.6982
C 0.591768 6.249423 -1.622301 -0.1 -0.1 0.1 -0.1192
C -0.467180 5.778688 -0.867210 0.0 0.0 0.0 -0.0081
C -1.764305 5.749899 -1.408771 0.2 0.2 0.2 -0.2913
C -1.972819 6.208402 -2.716440 0.0 0.0 -0.1 -0.0168
C -0.910616 6.666189 -3.471384 -0.1 0.0 0.0 -0.1194
N -2.848221 5.255822 -0.721117 -0.3 -0.3 -0.5 0.0669
N -2.723644 4.767281 0.453541 0.3 0.2 0.5 0.0892
C -2.318162 3.526728 0.760466 -0.1 -0.2 -0.1 -0.2257
C -2.149835 3.214982 2.120998 0.0 0.0 0.0 0.0167
C -1.574157 2.023448 2.539889 -0.1 0.0 0.3 0.0176
C -1.139543 1.089844 1.620552 0.2 -0.3 0.2 -0.3303
O -0.498338 -0.032342 1.976188 -0.1 0.4 -0.2 -0.2599
C -1.369844 1.332302 0.249934 0.0 -0.1 -0.3 -0.1593
N -0.961878 0.341902 -0.602270 0.2 0.1 -0.2 -0.0634
C -1.233238 0.457433 -1.894233 0.0 0.0 0.2 -0.1151
C -1.929891 1.542381 -2.418002 0.0 0.0 0.0 -0.0196
C -2.302471 2.568383 -1.579446 0.0 0.0 -0.1 0.0356
C -1.999827 2.503689 -0.212966 0.0 0.1 0.0 -0.0573
H 1.590432 6.276431 -1.207095 0.0 0.0 0.0 0.1044
H -0.306456 5.433182 0.146946 0.0 0.1 0.0 0.1130
H -2.975940 6.189021 -3.125543 0.0 0.0 0.0 0.1191
H -1.066289 7.005280 -4.486606 0.0 0.0 0.0 0.1054
H -2.445155 3.964525 2.843622 0.0 0.0 0.0 0.1237
H -1.442449 1.812100 3.594490 0.0 0.1 -0.1 0.1297
H -0.896867 -0.346451 -2.534007 0.0 0.0 0.0 0.0834
H -2.167550 1.569118 -3.471409 0.0 0.0 0.0 0.1164
H -2.850265 3.414365 -1.973297 0.1 -0.1 0.0 0.1128
C -0.190462 -3.249712 -2.766161 -0.1 0.0 0.0 -0.2639
As 0.929664 -2.583465 -1.341276 0.1 0.0 0.0 0.9467
C 2.310110 -1.677480 -2.343011 0.0 0.1 0.0 -0.2681
C 1.832982 -4.196961 -0.799517 0.0 0.0 0.1 -0.2553
H 0.443859 -3.801140 -3.456905 0.0 0.0 0.0 0.0442
H -0.675026 -2.435485 -3.299246 0.0 0.0 0.0 0.0195
H -0.951629 -3.914489 -2.364010 0.0 0.0 0.0 0.0400
H 2.840751 -2.422181 -2.931692 0.0 0.0 -0.1 0.0437
H 3.004796 -1.184614 -1.669147 0.0 0.0 0.0 0.0081
H 1.867229 -0.939272 -3.008543 0.0 0.0 0.0 0.0354
H 2.238886 -4.676011 -1.688367 0.0 0.0 0.0 0.0451
H 1.132068 -4.865644 -0.303531 0.0 0.0 0.0 0.0425
H 2.642307 -3.958565 -0.111543 0.0 0.0 0.0 0.0307


# 4
41
Properties=species:S:1:pos:R:3:forces:R:3:lowdin_charge:R:1 method="wB97M-V/def2-TZVPD" multiplicity=1 smiles="CP(O)[C@H]1OS(=O)(=O)O[C@@H]1F.O=C1c2ccccc2C(=O)c2ccccc21" gap_ev=8.72
C 1.813748 2.210288 -3.850342 0.0 0.0 -0.1 -0.2536
P 0.880726 0.678185 -4.284473 -0.1 -0.4 0.2 0.9362
O 0.764195 -0.100996 -2.823417 0.0 0.2 0.0 -0.3113
C -0.789582 1.443230 -4.218106 -0.2 0.5 -0.4 -0.4113
O -1.898298 0.592843 -4.631543 0.2 0.0 -0.1 -0.1989
S -3.243183 1.429463 -4.417525 0.0 0.1 0.0 0.6086
O -4.196253 0.565267 -3.829851 0.0 0.0 0.0 -0.2003
O -3.537809 2.205121 -5.565204 0.0 0.0 0.0 -0.2037
O -2.648651 2.435838 -3.302854 0.0 -0.1 0.1 -0.1144
C -1.382551 1.901180 -2.899648 0.1 -0.8 0.1 -0.4045
F -0.682553 2.812482 -2.203666 -0.2 0.4 -0.3 0.0867
H 2.327561 2.035514 -2.904711 0.0 0.0 0.0 0.0483
H 1.201775 3.105037 -3.750447 0.0 0.0 0.0 0.0361
H 2.557652 2.386508 -4.626090 0.0 0.0 0.0 0.0304
H 1.374264 -0.840795 -2.769459 0.0 -0.1 0.0 0.0518
H -0.765437 2.283403 -4.925251 0.2 0.1 0.1 0.1352
H -1.564456 1.026912 -2.270609 0.1 0.1 0.1 0.1487
C 3.367061 -2.940079 3.988147 0.0 0.0 0.0 -0.0572
C 2.377038 -3.352535 4.873611 0.0 0.0 0.0 -0.0560
C 1.076623 -2.903079 4.721237 0.0 0.0 0.0 -0.0012
C 0.760078 -2.032692 3.684749 0.0 0.0 0.0 -0.0819
C 1.755346 -1.610680 2.802361 0.0 0.0 0.0 -0.0836
C 3.057951 -2.071750 2.955474 0.0 0.0 0.0 -0.0033
C 1.453040 -0.658796 1.694648 0.0 0.0 0.0 -0.2768
O 2.313945 -0.305988 0.915893 0.0 0.0 0.0 0.1002
C 0.053423 -0.158488 1.580217 0.0 0.0 0.0 -0.0787
C -0.249208 0.764167 0.586304 0.0 0.0 -0.1 0.0042
C -1.546078 1.225765 0.445219 0.0 0.0 0.1 -0.0553
C -2.550620 0.769969 1.291740 0.0 -0.1 0.0 -0.0406
C -2.251718 -0.139500 2.292343 0.0 0.0 0.0 0.0027
C -0.949700 -0.604081 2.442521 0.0 0.0 0.0 -0.0805
C -0.652643 -1.575214 3.535130 0.0 0.0 0.0 -0.2767
O -1.524253 -1.977160 4.274627 0.0 0.0 0.0 0.1096
H 4.381800 -3.296794 4.107132 0.0 0.0 0.0 0.1073
H 2.622627 -4.027058 5.683407 0.0 0.0 0.0 0.1077
H 0.290599 -3.215371 5.395180 0.0 0.0 0.0 0.1206
H 3.813159 -1.736150 2.257914 0.0 0.0 0.0 0.1192
H 0.540601 1.102117 -0.071379 0.0 0.0 0.0 0.1136
H -1.770031 1.955835 -0.316849 -0.1 0.1 0.1 0.0896
H -3.565677 1.123851 1.167809 0.0 0.0 0.0 0.1117
H -3.014512 -0.505766 2.965761 0.0 0.0 0.0 0.1212


# 5
50
Properties=species:S:1:pos:R:3:forces:R:3:lowdin_charge:R:1 method="wB97M-V/def2-TZVPD" charge=+2 multiplicity=1 gap_ev=11.29 e_above_lowest_kcal_mol=1.4
C 2.024108 -0.654716 3.120806 1.4 -0.7 3.0 -0.0520
C 1.385435 -0.040733 1.892193 1.4 0.7 0.7 -0.3361
C 1.905864 -0.653506 0.619769 0.4 -2.9 -0.2 -0.1583
C 1.496885 -0.131935 -0.733583 1.1 2.5 0.7 -0.1470
N -2.060005 -0.529703 -1.343429 0.8 0.7 0.0 0.2133
C -0.754928 -0.748209 -1.181013 -1.5 -0.6 -0.8 -0.1406
N 0.068184 0.178288 -0.799554 0.2 0.3 -0.8 0.0473
N -0.089886 -0.181317 2.039640 -0.8 0.6 -1.3 0.1922
H 2.939850 -1.297146 3.084487 -0.7 0.6 -1.1 0.1104
H 2.348285 0.073819 3.902346 -0.3 0.1 -0.9 0.1005
H 1.400097 -1.287159 3.776569 -0.5 0.0 -0.8 0.0877
H 1.651777 1.047252 1.901598 -0.6 -0.7 -0.1 0.1669
H 2.994351 -0.842012 0.697378 -0.3 1.1 -0.1 0.1285
H 1.653304 -1.737977 0.594209 -0.6 0.4 0.4 0.1242
H 1.997945 0.847813 -0.911645 -0.3 -0.6 0.0 0.1473
H 1.876423 -0.769328 -1.515725 -0.4 -0.3 -0.3 0.1029
H -2.396408 0.426782 -1.237914 -0.2 -0.2 -0.1 0.0697
H -2.639722 -1.107824 -1.930443 0.1 -0.4 0.3 0.1372
H -0.387087 -1.774774 -1.377141 -0.2 1.1 0.3 0.1251
H -0.257330 1.204157 -0.719285 0.7 -1.8 0.1 0.1069
H -0.465805 0.009544 2.966103 0.3 0.2 0.2 0.1694
H -0.516012 -1.100000 1.781944 0.3 -0.1 0.4 0.1114
H -0.541410 0.457581 1.365867 -0.1 0.1 0.4 0.1192
H -0.440039 4.143473 2.760980 0.0 0.9 0.0 0.0655
H -1.710671 4.768212 1.931794 0.8 0.1 0.7 0.0847
O -1.226742 3.986807 2.241744 -0.9 -0.9 -0.5 -0.0338
H 1.194772 -4.195495 -1.122997 -0.2 0.3 0.9 0.1127
H 0.473750 -3.398515 -2.065989 -0.4 0.3 0.1 0.0900
O 0.551122 -3.456255 -1.097567 1.3 -1.0 -1.2 -0.0631
H -0.978480 -3.691004 -0.309773 -0.3 -0.6 0.0 -0.0072
H -2.188754 -4.607616 0.151295 0.2 -0.2 -0.3 0.0691
O -1.939350 -3.728019 -0.148383 -0.2 0.5 0.4 -0.0653
H 1.938296 -0.240185 -4.333209 -0.2 -0.2 0.5 0.0448
H 3.349282 0.000019 -4.432160 0.6 0.0 0.5 0.0560
O 2.708496 -0.220840 -3.741482 -0.5 0.2 -1.1 -0.0621
H 5.358842 1.116072 1.957884 0.0 0.3 -0.3 0.0545
H 4.558127 1.633860 0.708925 0.4 0.4 0.1 0.0367
O 4.757417 0.870107 1.247144 -0.4 -0.7 0.2 -0.0430
H -4.529705 2.195164 -2.060719 0.4 -0.3 0.2 0.0760
H -4.486375 2.047142 -0.544639 0.4 -0.3 -0.5 0.0758
O -3.971207 1.830766 -1.348707 -0.6 0.6 0.4 -0.0594
H -0.285167 2.690509 -3.276430 0.0 -0.7 0.5 0.0777
H -1.401263 3.379834 -2.672956 -0.4 -0.2 0.4 0.0696
O -0.917826 2.548164 -2.544555 0.3 0.9 -1.1 -0.0545
H -2.278572 -2.175163 2.951643 0.0 0.1 0.1 0.0792
H -2.134482 -2.832544 1.584438 0.0 0.2 -0.6 0.0335
O -1.992401 -1.988535 2.049079 -0.1 -0.4 0.4 -0.0536
H -1.651035 2.493063 -0.521796 0.0 0.2 0.1 0.0269
H -1.348296 2.706510 1.011123 0.5 0.3 -0.4 0.0454
O -1.015321 2.288369 0.177995 -0.9 0.2 0.7 -0.0824


# 6
14
Properties=species:S:1:pos:R:3:forces:R:3:lowdin_charge:R:1 method="wB97M-V/def2-TZVPD" charge=+1 multiplicity=1 gap_ev="8.39 / 8.49" e_above_lowest_kcal_mol=118.8
C 1.801564 -0.059160 -0.131635 0.4 -0.7 -0.5 -0.1530
C 1.120501 1.175929 0.150080 -2.5 -1.1 0.2 0.2023
C -2.329703 0.128605 -0.038750 -1.8 -0.1 0.0 -0.0453
N -0.354972 -1.227803 0.046370 -2.4 -0.7 -0.1 0.0211
N 0.897018 -1.296024 0.043939 1.5 0.6 0.2 0.0325
N -0.962416 -0.177827 0.052205 4.4 1.5 0.1 0.0130
H 2.171539 -0.109407 -1.161302 0.0 0.1 0.2 0.1321
H 2.604215 -0.252260 0.583832 0.0 0.1 0.0 0.1394
H 0.940150 1.482821 1.166509 0.2 0.2 0.2 0.0897
H 0.853185 1.854912 -0.638260 0.2 0.3 -0.2 0.0877
H -2.877292 -0.609707 -0.630625 0.1 0.0 0.0 0.1053
H -2.441581 1.110517 -0.503825 0.1 -0.2 0.0 0.0999
H -2.770673 0.179875 0.962588 0.1 0.0 -0.1 0.1050
H 1.348469 -2.200475 0.098871 -0.3 0.0 0.0 0.1703


# 7
15
Properties=species:S:1:pos:R:3:forces:R:3:lowdin_charge:R:1 method="wB97M-V/def2-TZVPD" multiplicity=1 smiles=O.O.O.O.O gap_ev=11.40 e_above_lowest_kcal_mol=25.9
O 15.255000 -2.516000 8.653000 0.4 -0.4 -1.9 -0.0026
H 14.360000 -2.427000 8.348000 -0.7 0.2 -0.2 0.0584
H 15.204000 -2.382000 9.567000 0.1 0.3 2.1 0.0305
O 16.336000 -3.248000 6.141000 -0.1 0.0 -0.3 -0.0382
H 15.860000 -2.998000 6.933000 -0.5 -0.1 0.6 -0.0059
H 17.219000 -3.282000 6.497000 0.8 -0.2 -0.1 0.0628
O 15.662000 -0.310000 6.174000 0.0 0.2 0.2 -0.0629
H 16.012000 0.058000 5.355000 -0.1 -0.3 0.1 0.0376
H 15.986000 -1.218000 6.245000 0.1 0.3 -0.4 -0.0185
O 15.134000 -2.805000 3.433000 -1.7 -0.3 -0.4 -0.0352
H 15.315000 -3.076000 4.324000 0.5 -0.1 0.7 -0.0215
H 15.926000 -2.496000 3.043000 1.3 0.4 -0.3 0.0106
O 15.092000 -6.609000 5.455000 0.0 -0.3 -1.1 -0.0494
H 15.511000 -5.980000 6.017000 0.4 0.7 1.1 -0.0081
H 15.428000 -6.302000 4.598000 -0.4 -0.4 0.0 0.0423